Entry 1:
Computed, not measured: a cluster of 6 separate species, C28H48Cl3N3O10PS in total, with ωB97M-V with the def2-TZVPD basis set.

Structure (XYZ):
```
94
Properties=species:S:1:pos:R:3:forces:R:3
C 1.341168 4.604379 4.388636 0.708 -1.030 0.415
C 2.407011 3.589507 3.648206 1.778 -2.242 -1.588
C 3.905720 3.339275 4.249172 -1.616 -1.963 -3.876
C 4.900545 2.331708 3.435458 -4.001 0.396 -1.518
C 4.351661 1.563997 2.097621 -1.961 1.467 1.371
C 2.800011 1.716765 1.480017 1.765 2.650 4.199
C 2.380765 0.831886 0.177182 1.383 0.155 -0.046
C 1.255892 -0.337987 0.375412 0.417 -0.374 -0.301
P -0.354306 0.727789 0.095401 -0.906 2.338 0.735
O -1.008663 1.281494 1.639451 -0.387 -2.003 -1.977
Cl -1.985752 -0.374324 -0.676306 0.373 -0.222 0.749
N 1.250097 -1.168131 1.684164 -2.240 -1.124 -1.454
C 2.587148 -1.651149 2.162049 2.266 0.149 2.304
C 2.620534 -2.823382 3.304787 1.090 0.209 0.547
C 2.331497 -4.342527 2.789374 0.345 0.188 0.195
C 3.480034 -5.388638 3.349521 0.008 0.688 0.993
S 4.515792 -6.068593 1.902066 -0.420 -7.671 -0.826
O 3.497047 -6.727714 0.940728 2.908 3.476 2.631
O 5.525114 -7.160268 2.345690 -3.075 4.795 -0.839
Cl 5.631705 -4.506966 1.065581 -0.989 -0.564 0.704
C 0.159421 -2.150929 1.370362 2.542 0.562 -2.379
N -0.807837 -2.617737 2.230156 1.481 0.212 -2.206
C -0.973633 -2.303716 3.686168 -0.331 -0.462 2.586
C -1.249864 -0.745401 4.081841 -7.045 3.399 -1.000
O -2.516708 -0.281145 3.968435 8.583 -3.370 0.666
Cl 0.013827 0.486516 4.694058 -1.571 -2.508 -0.991
N 0.368243 -2.493548 -0.085321 -3.378 0.825 3.857
C 1.204340 -1.457779 -0.819404 2.011 -2.041 -1.359
O 0.762055 -1.020553 -2.187922 -1.051 -1.298 2.529
C 2.486862 -2.365510 -1.274238 4.797 -3.427 -1.165
C 3.904259 -1.767146 -1.928489 0.032 -2.706 0.101
C 5.164101 -2.675834 -2.440084 -3.224 -2.199 1.471
C 5.121559 -4.337476 -2.374150 -4.079 2.809 1.549
C 3.736967 -4.978332 -1.766580 0.928 3.475 -0.711
C 2.462665 -4.038949 -1.223156 3.148 1.290 -1.405
C 1.886231 2.803322 2.297524 3.264 -0.924 0.920
H 1.453057 5.695544 3.957770 -0.320 -2.285 0.964
H 0.222783 4.195312 4.297779 2.585 0.983 -0.034
H 1.622024 4.561404 5.548048 -0.659 0.397 -2.588
H 4.230757 3.887614 5.228786 -0.620 -1.200 -2.144
H 6.001033 2.121846 3.794966 -2.534 0.523 -0.821
H 5.075751 0.809241 1.522015 -1.656 1.864 1.458
H 3.397460 0.337035 -0.196973 -2.262 0.878 0.894
H 2.008626 1.507452 -0.728027 0.702 -1.354 2.046
H -1.993554 1.075419 1.698324 1.683 0.202 -0.037
H 3.061643 -0.731357 2.758585 -1.111 -1.793 -1.603
H 3.356271 -1.949970 1.333925 -1.778 0.462 1.102
H 3.755947 -2.829407 3.685473 -2.464 0.275 -0.981
H 2.020686 -2.499739 4.278565 1.047 -0.759 -2.193
H 2.430412 -4.344904 1.618940 -0.584 -0.123 2.164
H 1.265875 -4.689120 3.168500 2.253 0.456 -1.080
H 4.261289 -4.901415 4.081496 -1.540 -0.784 -1.535
H 3.032949 -6.316511 3.925215 1.055 1.605 -1.684
H -1.493077 -3.308372 1.797378 1.174 1.371 0.915
H -1.950441 -2.890288 4.052683 2.113 1.573 -1.049
H -0.119670 -2.711570 4.395890 -1.443 0.856 -1.949
H -0.511268 -2.822985 -0.533607 0.982 0.339 0.091
H 0.487711 -1.859936 -2.680311 0.765 1.519 0.837
H 4.021937 -0.596117 -2.057856 -0.317 -2.753 0.265
H 6.129997 -2.175898 -2.871001 -2.216 -0.863 0.953
H 6.025784 -5.012333 -2.750723 -2.270 1.686 0.952
H 3.663692 -6.163189 -1.736534 -0.062 2.920 0.118
H 1.560884 -4.676462 -0.839352 1.845 1.571 -0.729
H 0.809649 3.053675 1.931719 2.137 -0.560 0.757
C -2.501922 4.154423 0.552118 -0.067 -0.076 0.081
O -2.107650 3.412691 -0.587480 0.057 -0.487 -0.242
H -2.151107 5.183488 0.445111 -0.024 -0.206 -0.075
H -3.591829 4.149698 0.631817 -0.027 0.158 0.260
H -2.058514 3.711826 1.447400 -0.096 0.191 0.181
H -2.432648 2.504630 -0.464050 -0.005 0.536 -0.274
C -4.621785 2.742730 -3.075896 0.153 0.224 -0.130
O -5.044100 2.841711 -1.728248 0.057 0.210 0.660
H -5.056828 1.844145 -3.519493 -0.016 0.167 0.143
H -4.961112 3.621164 -3.630409 0.067 -0.194 -0.217
H -3.531880 2.673760 -3.113027 0.060 -0.026 -0.188
H -4.642673 3.647721 -1.361321 -0.216 -0.448 -0.237
C -8.056479 4.115218 -2.827563 -0.113 -0.179 0.141
O -7.662208 3.373486 -3.967161 -0.013 -0.450 -0.136
H -7.705666 5.144283 -2.934569 -0.031 -0.167 -0.080
H -9.146388 4.110493 -2.747864 -0.001 0.189 0.173
H -7.613072 3.672621 -1.932281 -0.062 0.187 0.127
H -7.987206 2.465425 -3.843730 0.134 0.409 -0.226
C -6.940308 1.304505 -6.321046 0.137 -0.011 -0.189
O -8.101808 0.669337 -5.819268 -0.322 -0.502 0.045
H -6.794990 2.248996 -5.791597 -0.113 -0.190 -0.099
H -6.072552 0.660557 -6.157938 0.194 0.129 -0.112
H -7.064692 1.502978 -7.388364 0.231 0.112 -0.013
H -8.204840 -0.165186 -6.307517 -0.063 0.494 0.364
C -0.531393 2.682228 -4.663876 -0.057 0.063 0.164
O -0.234898 1.302581 -4.550011 0.040 -0.520 0.424
H -0.415389 2.985680 -5.706927 0.005 -0.152 0.162
H -1.561698 2.861737 -4.346827 0.033 0.277 -0.072
H 0.158250 3.256713 -4.040666 -0.106 0.247 -0.078
H -0.346330 1.062486 -3.614399 0.109 0.054 -0.531
```
Forces are in eV/Å.

Electronic energy, Eh: -4131.34262
Kohn-Sham gap, eV: 6.52
Charge: +1
Strongest force on any atom, eV Å⁻¹: 9.2

Entry 2:
Computed, not measured: a cluster of 8 separate species, C28H48O12 in total, with ωB97M-V with the def2-TZVPD basis set.

Structure (XYZ):
```
88
Properties=species:S:1:pos:R:3:forces:R:3
O -2.050472 -1.276905 -2.632046 0.599 0.117 -0.054
C -0.973252 -1.301755 -3.176645 -0.070 -0.124 -0.612
C -0.038054 -2.502455 -3.371095 1.151 0.407 0.501
C 0.806981 -2.025378 -4.548380 -1.709 -0.402 -1.687
C 0.884644 -0.515411 -4.321296 -1.578 -0.698 -1.610
O -0.516331 -0.253509 -3.922438 0.560 -0.441 1.361
H 0.661059 -2.715467 -2.542527 -0.848 0.309 0.137
H -0.593647 -3.399243 -3.604621 -0.274 -0.125 0.094
H 1.673169 -2.642260 -4.775731 0.352 0.457 0.316
H 0.091183 -2.188242 -5.389529 0.810 0.263 -0.037
H 1.573234 -0.339193 -3.547603 0.462 0.813 0.795
H 0.992491 0.159188 -5.184681 0.472 -0.599 0.267
O 1.505964 -0.710624 -1.424891 0.446 0.534 0.295
C 2.351799 0.123339 -1.235132 1.068 0.963 0.403
C 3.132376 0.473433 0.056610 -1.938 1.220 0.030
C 3.784237 1.801712 -0.247388 1.462 0.588 -1.367
C 3.901289 1.764847 -1.797851 0.361 0.962 0.008
O 2.804703 0.983906 -2.201854 -1.376 -1.582 -0.498
H 2.401155 0.617472 0.871822 0.305 -0.497 -0.281
H 3.838726 -0.270290 0.299445 0.671 -1.109 0.247
H 3.248622 2.673225 0.100073 -0.423 -0.068 0.013
H 4.817534 1.904134 0.079124 -0.025 -0.200 0.569
H 3.822271 2.715878 -2.383107 0.041 -0.587 0.910
H 4.852043 1.295501 -2.121450 -0.484 -0.051 0.182
O 2.309838 2.584684 -5.302964 0.102 -0.196 -0.343
C 1.769131 3.224782 -4.455041 -0.722 0.501 1.398
C 0.332519 3.163453 -3.956480 -0.647 -0.590 0.062
C 0.143418 4.378187 -2.964083 0.955 -0.870 -0.548
C 1.628809 4.704856 -2.643467 -1.265 0.402 -1.770
O 2.413517 4.167743 -3.736284 0.656 0.610 0.055
H -0.244608 3.243061 -4.888995 -0.282 -0.076 0.477
H 0.148444 2.118781 -3.523226 0.139 1.621 -0.384
H -0.393038 5.231183 -3.374571 0.322 -0.001 -0.638
H -0.425256 4.162274 -2.073423 0.145 -0.566 0.245
H 1.802377 5.766095 -2.539219 0.223 0.294 -0.363
H 1.978175 4.247888 -1.781362 0.380 -1.069 1.775
O 0.836785 2.751005 -0.015091 -0.811 -0.464 0.424
C -0.217958 2.152949 0.008121 -0.551 -0.903 -0.209
C -0.921897 1.285049 1.131144 -0.126 1.763 -0.850
C -1.894515 0.433509 0.327886 0.751 0.972 -0.392
C -2.231974 1.337084 -0.841688 -0.312 1.542 0.606
O -0.995385 2.097412 -1.117069 -0.269 -0.447 0.947
H -0.247640 0.735448 1.729028 1.056 -0.725 0.303
H -1.374393 1.978310 1.854065 -0.324 -0.002 -0.412
H -1.301502 -0.380593 -0.054078 -0.061 -0.660 -0.228
H -2.759969 0.091237 0.851144 -0.319 -0.151 0.362
H -2.553977 0.835471 -1.709884 0.326 -0.828 -1.176
H -3.055711 2.073620 -0.685963 0.723 -0.295 0.595
C 4.419215 -0.548296 3.405125 1.659 0.575 -0.152
C 4.021705 0.148246 4.694074 -1.876 -0.516 -0.043
C 4.661486 1.458951 5.080580 0.417 -1.082 0.695
O 3.078094 -0.306268 5.334625 1.255 0.452 -0.432
H 3.624341 -1.127975 2.998318 -0.877 -0.230 -0.153
H 5.221027 -1.283381 3.609653 -0.113 0.457 0.005
H 4.800379 0.164272 2.631091 -0.238 -0.519 0.668
H 5.735872 1.317724 5.257685 -0.143 0.016 -0.026
H 4.178704 1.772721 6.007247 0.107 0.298 -0.258
H 4.572918 2.154107 4.268597 -0.213 0.533 -0.323
C 0.250096 -2.882215 1.431913 0.671 0.427 -1.036
C -0.273048 -2.440308 2.753233 -0.462 -1.172 -0.292
C 0.131208 -3.317066 3.911869 0.350 2.937 1.643
O -1.007386 -1.485341 2.822811 0.010 0.369 0.459
H 1.262421 -3.248097 1.457094 0.736 0.104 0.452
H 0.241388 -2.018171 0.760504 -0.214 -0.326 -0.195
H -0.235922 -3.748370 0.990702 -0.813 0.163 0.116
H 1.222102 -3.246018 3.924892 0.075 -0.610 -0.056
H -0.225163 -4.316356 3.801823 -0.178 -0.668 0.080
H -0.149081 -2.771378 4.877847 -0.114 -1.197 -1.205
C -4.079258 -0.576285 3.315158 -1.520 0.105 0.562
C -4.607565 0.805818 3.017652 -0.293 1.023 -0.196
C -5.769384 1.437142 3.721344 -0.775 -1.668 0.628
O -4.058302 1.511869 2.202289 0.575 -0.109 -0.536
H -4.233593 -1.104319 2.341211 0.405 -0.035 1.139
H -4.640088 -1.032567 4.195520 0.715 0.255 -1.356
H -3.032872 -0.440870 3.573940 0.144 -0.434 -0.242
H -5.859923 2.462808 3.475720 0.463 1.107 0.243
H -5.732457 1.154363 4.767168 0.203 0.625 0.513
H -6.752008 1.054567 3.463284 -0.080 -0.684 -0.565
C -4.156013 -2.834207 0.114549 1.896 -0.818 1.238
C -3.189467 -3.969110 -0.306976 -2.146 1.530 -1.760
C -3.025568 -4.237895 -1.773413 1.386 -0.188 -0.239
O -2.516670 -4.539302 0.472151 1.565 -1.336 2.239
H -5.191602 -3.024752 -0.138033 -0.066 0.207 -0.275
H -3.676250 -1.989789 -0.393430 -0.735 0.327 0.043
H -4.001621 -2.740753 1.232005 -0.426 -0.022 -1.313
H -2.162468 -4.878951 -1.910544 0.175 -0.412 0.293
H -2.745264 -3.362353 -2.328953 -0.384 0.795 -0.063
H -3.816882 -4.727570 -2.277591 -1.265 -0.292 -0.218
```
Forces are in eV/Å.

Electronic energy, Eh: -1998.57651
Kohn-Sham gap, eV: 9.96
SMILES: O=C1CCCO1.O=C1CCCO1.O=C1CCCO1.O=C1CCCO1.CC(C)=O.CC(C)=O.CC(C)=O.CC(C)=O
Strongest force on any atom, eV Å⁻¹: 3.4